Here is C57H38N8O2P2Sn as an isolated structure from the OMol25 dataset. Energies are from ωB97M-V/def2-TZVPD.

The geometry in XYZ format:
```
108
Properties=species:S:1:pos:R:3
Sn -14.55 -4.59 10.04
C -19.22 -8.52 12.67
C -18.40 -8.54 13.81
C -17.23 -7.76 13.79
C -16.84 -7.20 12.59
C -15.59 -6.39 12.28
N -15.66 -6.13 10.91
C -16.84 -6.60 10.42
N -17.32 -6.57 9.18
C -16.72 -5.82 8.24
C -17.11 -5.77 6.85
C -18.16 -6.40 6.24
C -18.33 -6.21 4.89
C -17.29 -5.53 4.18
C -16.13 -4.94 4.76
C -16.11 -5.11 6.13
C -15.09 -4.64 7.06
N -13.98 -4.01 6.75
C -12.97 -3.81 7.50
N -12.84 -4.40 8.81
C -11.59 -3.86 9.35
N -11.06 -4.17 10.51
C -11.75 -4.73 11.41
N -13.08 -5.24 11.40
C -13.45 -5.69 12.69
N -14.64 -6.15 13.11
C -12.30 -5.41 13.60
C -12.18 -5.73 14.98
C -10.90 -5.42 15.45
C -9.82 -4.92 14.59
C -10.04 -4.69 13.26
C -11.30 -4.99 12.73
C -10.96 -3.06 8.23
C -9.73 -2.41 8.16
C -9.40 -1.90 6.95
C -10.29 -1.84 5.94
C -11.52 -2.48 5.94
C -11.77 -3.06 7.17
N -15.52 -5.13 8.28
C -17.56 -7.34 11.47
C -18.86 -7.92 11.48
H -20.17 -9.02 12.68
H -18.68 -9.04 14.76
H -16.74 -7.78 14.76
H -18.87 -7.04 6.77
H -19.21 -6.65 4.28
H -17.51 -5.37 3.14
H -15.38 -4.45 4.18
H -12.92 -6.18 15.66
H -10.57 -5.55 16.47
H -8.86 -4.72 15.07
H -9.19 -4.30 12.62
H -9.03 -2.43 9.00
H -8.40 -1.44 6.85
H -10.04 -1.26 5.04
H -12.19 -2.65 5.08
H -19.62 -8.00 10.69
O -15.36 -3.56 11.82
P -16.08 -2.29 12.18
C -15.76 -0.82 11.16
P -15.49 -1.17 9.37
O -14.93 -2.61 9.24
C -17.00 -1.03 8.45
C -18.30 -0.95 8.94
C -19.35 -0.79 8.05
C -19.13 -0.70 6.67
C -17.83 -0.81 6.19
C -16.76 -0.82 7.06
C -14.31 -0.01 8.83
C -12.92 -0.30 8.96
C -12.07 0.78 8.69
C -12.55 2.03 8.36
C -13.92 2.25 8.22
C -14.79 1.25 8.44
C -17.84 -2.64 12.04
C -18.35 -3.53 11.10
C -19.72 -3.69 10.91
C -20.57 -2.85 11.72
C -20.07 -2.03 12.66
C -18.71 -1.90 12.80
C -15.68 -1.91 13.92
C -15.46 -3.03 14.69
C -15.12 -2.84 16.04
C -15.11 -1.52 16.53
C -15.40 -0.42 15.73
C -15.70 -0.63 14.38
H -14.79 -0.56 11.59
H -16.59 -0.12 11.43
H -18.42 -1.01 10.02
H -20.35 -0.74 8.41
H -20.03 -0.57 6.09
H -17.54 -0.74 5.12
H -15.73 -0.87 6.71
H -12.55 -1.27 9.18
H -10.99 0.59 8.71
H -11.90 2.84 8.15
H -14.28 3.20 7.94
H -15.84 1.44 8.30
H -17.62 -4.10 10.48
H -20.11 -4.33 10.14
H -21.67 -3.02 11.56
H -20.76 -1.47 13.33
H -18.31 -1.30 13.55
H -15.45 -3.99 14.23
H -14.91 -3.63 16.69
H -15.04 -1.29 17.60
H -15.40 0.57 16.19
H -15.90 0.24 13.78
```

For the max |F|, the calculation gives 5.44 eV/Å. The LUMO energy (alpha / beta) is -6.373 / -6.364 eV. Its charge is +2. As for the frontier orbital gap (alpha / beta): 0.184 / 0.185 hartree. As for the spin multiplicity: 1. Its HOMO energy (alpha / beta) is -11.38 / -11.40 eV. For the total energy, the calculation gives -100140.7749 eV.

---

Here is C57H40BBrCl2F4N5O5PSSeY as an isolated structure from the OMol25 dataset. Energies are from ωB97M-V/def2-TZVPD.

The geometry in XYZ format:
```
119
Properties=species:S:1:pos:R:3
Y -0.22 -0.06 -0.04
F 5.43 -4.72 3.44
C 4.46 -3.83 3.29
C 3.98 -3.13 4.38
F 4.49 -3.37 5.59
C 2.96 -2.22 4.21
F 2.51 -1.64 5.33
C 2.41 -1.93 2.97
P 1.12 -0.65 2.69
C 1.34 0.52 4.10
C 2.46 1.36 4.10
C 2.66 2.29 5.11
C 1.74 2.40 6.15
C 0.62 1.57 6.16
C 0.43 0.64 5.15
C -0.37 -1.62 3.21
C -0.38 -3.01 3.31
C -1.57 -3.71 3.45
C -2.78 -3.03 3.48
C -2.79 -1.65 3.37
C -1.61 -0.95 3.22
C 2.90 -2.67 1.89
Br 2.20 -2.51 0.16
C 3.90 -3.60 2.05
F 4.36 -4.32 1.02
H 3.18 1.28 3.28
H 3.54 2.92 5.09
H 1.88 3.13 6.94
H -0.10 1.64 6.97
H -0.43 -0.02 5.20
H 0.56 -3.56 3.27
H -1.55 -4.79 3.49
H -3.71 -3.58 3.56
H -3.73 -1.11 3.35
H -1.64 0.12 3.05
Cl -5.10 1.16 1.92
C -4.47 1.80 0.42
C -5.30 2.61 -0.36
C -4.86 3.15 -1.54
Cl -5.94 4.16 -2.48
C -3.54 2.90 -1.98
C -2.98 3.42 -3.17
C -1.69 3.13 -3.50
C -0.93 2.30 -2.64
N -1.43 1.80 -1.53
C -2.72 2.07 -1.19
C -3.16 1.48 0.05
O -2.38 0.75 0.74
H -6.31 2.82 -0.02
H -3.59 4.04 -3.81
H -1.23 3.51 -4.40
H 0.10 2.07 -2.86
C 8.02 1.69 -11.50
O 6.89 0.85 -11.42
C 6.23 0.81 -10.23
C 5.10 -0.01 -10.18
C 4.37 -0.11 -9.01
C 4.74 0.59 -7.86
C 5.87 1.40 -7.93
C 6.62 1.52 -9.10
C 3.93 0.44 -6.64
N 2.89 -0.33 -6.53
C 2.45 -0.16 -5.23
C 3.24 0.74 -4.55
N 4.19 1.13 -5.47
C 3.04 1.15 -3.21
C 3.80 2.21 -2.56
C 3.56 2.49 -1.28
C 2.63 1.66 -0.48
N 1.69 0.84 -1.23
C 1.99 0.56 -2.51
C 1.12 -0.36 -3.22
N 0.05 -0.85 -2.54
C -0.78 -1.69 -3.13
C -0.61 -2.12 -4.45
C 0.45 -1.64 -5.16
C 1.34 -0.73 -4.57
H 8.40 1.61 -12.51
H 8.81 1.37 -10.80
H 7.76 2.73 -11.29
H 4.82 -0.55 -11.07
H 3.50 -0.74 -8.97
H 6.20 1.96 -7.06
H 7.49 2.15 -9.10
H 4.94 1.76 -5.30
H 4.54 2.77 -3.13
H 4.09 3.28 -0.75
H 2.11 2.26 0.26
H -1.62 -2.04 -2.53
H -1.32 -2.82 -4.87
H 0.62 -1.93 -6.19
Se 3.84 0.68 0.81
O -2.78 -2.28 -0.07
B -1.37 -2.09 0.04
O -0.82 -3.42 0.07
C -1.85 -4.31 0.02
C -1.81 -5.68 0.03
C -3.03 -6.36 -0.04
C -4.23 -5.66 -0.13
C -4.26 -4.26 -0.14
C -3.04 -3.61 -0.07
H -0.86 -6.21 0.09
H -3.05 -7.44 -0.04
H -5.17 -6.21 -0.18
H -5.19 -3.70 -0.21
O -0.08 1.83 1.69
S 0.65 3.12 1.96
C -0.33 4.07 3.13
C 0.15 5.49 2.82
C 0.07 5.67 1.29
C 0.15 4.27 0.65
H -0.11 3.73 4.14
H -1.38 3.89 2.87
H 1.20 5.56 3.14
H -0.40 6.24 3.37
H 0.88 6.31 0.94
H -0.87 6.14 1.00
H 0.83 4.19 -0.20
H -0.83 3.89 0.35
```

For the max |F|, the calculation gives 4.02 eV/Å. As for the energy above the lowest of the compared OMol25 structures with the same formula, charge and spin: 214.7 kJ/mol. The LUMO energy is 1.992 eV. Its charge is -1. As for the frontier orbital gap: 0.203 hartree. As for the spin multiplicity: 1. Its HOMO energy is -3.54 eV. For the total energy, the calculation gives -270600.6807 eV.